# 1
C24H54F8N7O16S8 | ωB97M-V/def2-TZVPD

Output
- Gap between HOMO and LUMO: 7.959 eV
- Charge: -1
- ΔE to the lowest compared entry with this formula, charge and spin: 112.8 kcal/mol
- LUMO: 0.729 eV

CARTESIAN COORDINATES (ANGSTROEM)
C: 8.106 2.989 2.949
C: 6.872 3.187 3.886
C: 5.990 1.917 4.335
N: 4.436 2.140 4.454
C: 4.068 3.237 5.539
C: 3.893 2.554 3.037
C: 2.477 2.145 2.903
C: 2.390 0.916 3.878
C: 3.628 0.862 4.788
H: 8.454 4.017 2.840
H: 7.905 2.596 1.953
H: 8.875 2.336 3.360
H: 6.245 3.824 3.262
H: 7.081 3.892 4.692
H: 6.234 1.480 5.303
H: 6.099 1.132 3.586
H: 4.325 4.256 5.250
H: 4.634 2.965 6.430
H: 2.987 3.303 5.664
H: 3.960 3.634 2.908
H: 4.535 2.116 2.273
H: 1.862 3.017 3.129
H: 2.156 1.869 1.898
H: 1.428 0.994 4.384
H: 2.443 -0.001 3.290
H: 3.375 0.769 5.844
H: 4.407 0.154 4.505
C: -4.996 -7.280 -5.549
C: -4.100 -6.592 -4.486
C: -4.777 -6.073 -3.259
N: -3.760 -5.850 -2.075
C: -3.113 -7.187 -1.590
C: -4.600 -5.090 -0.930
C: -4.630 -3.695 -1.276
C: -3.670 -3.550 -2.483
C: -2.693 -4.751 -2.511
H: -4.576 -7.597 -6.503
H: -5.901 -6.715 -5.770
H: -5.208 -8.247 -5.093
H: -3.590 -5.753 -4.960
H: -3.412 -7.338 -4.090
H: -5.451 -6.806 -2.815
H: -5.409 -5.190 -3.346
H: -2.543 -6.725 -0.784
H: -2.378 -7.568 -2.299
H: -3.969 -7.800 -1.308
H: -4.139 -5.255 0.044
H: -5.505 -5.676 -0.771
H: -4.339 -2.934 -0.551
H: -5.554 -3.292 -1.692
H: -3.216 -2.562 -2.413
H: -4.161 -3.493 -3.454
H: -1.994 -4.714 -1.676
H: -2.156 -5.041 -3.414
C: -3.150 3.276 2.497
C: -2.499 2.984 1.071
C: -1.256 2.083 1.102
N: -0.786 1.588 -0.307
C: -0.065 2.632 -1.204
C: -1.945 0.960 -1.127
C: -1.244 -0.159 -1.902
C: -0.167 -0.610 -0.992
C: 0.363 0.552 -0.200
H: -2.495 3.476 3.345
H: -3.622 2.340 2.793
H: -3.861 4.101 2.459
H: -2.138 3.931 0.670
H: -3.261 2.445 0.509
H: -1.585 1.304 1.789
H: -0.324 2.509 1.474
H: 0.289 2.088 -2.080
H: 0.915 2.919 -0.822
H: -0.688 3.521 -1.303
H: -2.324 1.625 -1.903
H: -2.674 0.585 -0.409
H: -0.626 0.269 -2.692
H: -1.863 -1.002 -2.209
H: 0.685 -1.048 -1.513
H: -0.520 -1.449 -0.391
H: 1.329 1.034 -0.348
H: 0.383 0.246 0.846
N: 4.423 0.863 -1.344
S: 3.922 -0.185 -2.279
O: 3.125 -1.378 -1.791
O: 4.696 -0.457 -3.490
F: 2.701 0.745 -2.915
S: 5.809 0.028 -0.891
O: 6.993 0.583 -1.620
O: 5.717 -1.431 -0.570
F: 6.041 0.674 0.637
N: -3.204 -1.698 3.992
S: -1.762 -0.778 4.184
O: -1.772 0.744 4.163
O: -0.503 -1.390 3.718
F: -1.503 -1.049 5.832
S: -3.484 -1.168 2.570
O: -2.487 -1.441 1.503
O: -4.385 -0.032 2.409
F: -4.547 -2.356 2.087
N: -1.821 0.827 -6.822
S: -1.465 -0.749 -6.260
O: -2.546 -1.688 -6.328
O: -0.337 -0.908 -5.351
F: -0.865 -1.183 -7.677
S: -1.970 1.272 -5.441
O: -0.746 1.632 -4.731
O: -3.155 0.836 -4.719
F: -2.565 2.728 -6.025
N: 0.451 5.696 0.077
S: 0.312 6.277 1.625
O: 0.692 7.625 1.828
O: 0.553 5.233 2.676
F: -1.258 6.459 1.666
S: 1.934 6.009 -0.024
O: 2.788 5.045 0.623
O: 2.355 7.405 -0.189
F: 1.969 5.481 -1.567

=====

# 2
C24H54FIN3O8PS2 | ωB97M-V/def2-TZVPD

Output
- SMILES string: CCO[C@@H]1[C@@H](CCCI)OS(=O)(=O)[C@@H]([PH2]=N)[C@@]1(S)C[C@@H](C)F.COCCNCCOC.COCCNCCOC
- Gap between HOMO and LUMO: 7.868 eV
- LUMO: -0.222 eV

CARTESIAN COORDINATES (ANGSTROEM)
C: 0.303 -5.159 4.425
C: 0.805 -3.661 3.992
O: -0.244 -2.630 3.971
C: -0.839 -2.504 2.599
C: -0.198 -1.179 1.928
C: 1.316 -1.499 1.291
C: 2.545 -1.063 2.282
C: 2.636 0.536 2.625
I: 2.047 1.880 1.004
O: -0.935 -0.471 0.910
S: -2.315 -1.202 0.310
O: -2.013 -1.611 -1.185
O: -3.407 -0.067 0.172
C: -3.110 -2.546 1.325
P: -2.835 -4.316 0.557
N: -1.430 -4.459 -0.234
C: -2.493 -2.435 2.845
S: -2.764 -0.720 3.644
C: -2.898 -3.642 3.861
C: -4.475 -4.035 3.955
C: -5.537 -2.791 3.949
F: -4.953 -5.015 2.938
H: 1.267 -5.861 4.477
H: -0.210 -5.129 5.477
H: -0.404 -5.685 3.622
H: 1.435 -3.727 2.995
H: 1.585 -3.319 4.829
H: -0.501 -3.467 2.027
H: 0.020 -0.408 2.814
H: 1.390 -1.010 0.205
H: 1.359 -2.674 1.088
H: 3.553 -1.336 1.702
H: 2.599 -1.641 3.299
H: 1.920 0.720 3.562
H: 3.735 0.727 3.050
H: -4.283 -2.381 1.266
H: -3.929 -4.513 -0.388
H: -2.809 -5.359 1.592
H: -1.648 -4.697 -1.248
H: -1.575 -0.415 4.338
H: -2.296 -4.604 3.573
H: -2.567 -3.295 4.954
H: -4.622 -4.584 5.005
H: -5.701 -2.269 2.916
H: -6.598 -3.232 4.276
H: -5.260 -2.017 4.813
C: -6.988 3.170 -5.566
O: -6.949 2.160 -4.566
C: -6.050 1.089 -4.871
C: -4.809 1.138 -3.962
N: -3.943 2.271 -4.296
C: -2.900 2.538 -3.299
C: -3.358 2.912 -1.874
O: -4.006 4.182 -1.783
C: -5.387 4.165 -2.108
H: -7.839 3.824 -5.357
H: -6.081 3.776 -5.546
H: -7.125 2.736 -6.562
H: -5.773 1.069 -5.932
H: -6.592 0.161 -4.659
H: -4.244 0.207 -4.075
H: -5.164 1.201 -2.930
H: -4.511 3.109 -4.391
H: -2.306 3.371 -3.689
H: -2.230 1.671 -3.247
H: -2.453 2.997 -1.260
H: -3.962 2.130 -1.402
H: -5.873 3.225 -1.826
H: -5.522 4.363 -3.173
H: -5.878 4.979 -1.566
C: 5.532 3.640 -3.028
O: 6.718 2.896 -3.281
C: 7.916 3.592 -2.923
C: 8.559 2.969 -1.672
N: 7.766 3.237 -0.470
C: 8.166 2.444 0.698
C: 8.049 0.909 0.590
O: 6.705 0.430 0.515
C: 6.140 0.459 -0.787
H: 4.699 3.131 -3.519
H: 5.320 3.685 -1.958
H: 5.605 4.653 -3.437
H: 7.749 4.668 -2.798
H: 8.609 3.465 -3.762
H: 9.564 3.382 -1.540
H: 8.652 1.895 -1.854
H: 6.788 3.040 -0.665
H: 7.529 2.770 1.527
H: 9.196 2.709 0.969
H: 8.460 0.491 1.516
H: 8.659 0.492 -0.219
H: 6.882 0.280 -1.571
H: 5.629 1.410 -0.951
H: 5.380 -0.327 -0.849

=====

# 3
C24H54IN2O8PS2 | ωB97M-V/def2-TZVPD

Output
- SMILES string: CCCOCc1c(I)cc([PH2]=S)c2nsnc12.CCO.CCO.CCO.CCO.CCO.CCO.CCO
- Gap between HOMO and LUMO: 6.774 eV
- LUMO: -1.763 eV

CARTESIAN COORDINATES (ANGSTROEM)
C: 3.692 -1.266 2.736
C: 3.308 0.353 2.612
C: 3.427 0.867 1.055
O: 2.349 0.211 0.299
C: 1.101 0.990 0.309
C: -0.203 0.210 0.927
C: -0.627 -1.352 0.662
I: 0.557 -2.642 -0.650
C: -1.978 -1.997 1.391
C: -2.995 -1.154 2.372
P: -4.547 -2.005 3.121
S: -4.772 -3.867 2.494
C: -2.597 0.450 2.626
N: -3.399 1.469 3.464
S: -2.512 2.972 3.323
N: -1.141 2.554 2.324
C: -1.232 1.086 1.912
H: 3.809 -1.790 1.694
H: 2.930 -1.852 3.424
H: 4.734 -1.301 3.272
H: 3.965 1.038 3.296
H: 2.159 0.414 2.895
H: 3.494 2.028 0.922
H: 4.446 0.426 0.631
H: 0.811 1.462 -0.736
H: 1.299 1.923 1.025
H: -2.240 -3.133 1.211
H: -5.728 -1.270 2.647
H: -4.539 -1.927 4.573
C: -1.916 8.081 2.285
C: -2.402 6.646 2.302
O: -1.411 5.806 2.875
H: -0.988 8.166 1.711
H: -2.667 8.741 1.842
H: -1.696 8.428 3.300
H: -2.600 6.296 1.285
H: -3.323 6.551 2.885
H: -1.249 6.120 3.781
C: 0.504 -7.079 0.604
C: -0.416 -6.858 1.787
O: 0.092 -5.816 2.607
H: 1.512 -7.339 0.943
H: 0.129 -7.882 -0.037
H: 0.594 -6.165 0.007
H: -0.486 -7.766 2.392
H: -1.423 -6.585 1.455
H: 0.143 -5.012 2.063
C: -1.134 -10.807 -1.330
C: -2.396 -10.007 -1.580
O: -2.062 -8.692 -1.999
H: -0.518 -10.324 -0.564
H: -1.374 -11.822 -1.002
H: -0.525 -10.864 -2.238
H: -2.990 -9.934 -0.664
H: -3.011 -10.477 -2.354
H: -1.541 -8.768 -2.817
C: -0.780 5.165 -1.724
C: -0.436 3.945 -0.895
O: 0.390 4.319 0.198
H: 0.130 5.644 -2.100
H: -1.413 4.893 -2.574
H: -1.305 5.910 -1.118
H: 0.107 3.213 -1.499
H: -1.340 3.468 -0.505
H: -0.105 4.963 0.733
C: 3.249 7.608 0.253
C: 2.164 7.824 1.287
O: 0.893 7.537 0.724
H: 3.082 8.248 -0.620
H: 4.236 7.830 0.670
H: 3.242 6.573 -0.106
H: 2.160 8.864 1.626
H: 2.317 7.178 2.157
H: 0.904 6.609 0.434
C: -4.070 -8.734 -5.483
C: -3.754 -7.279 -5.205
O: -3.791 -7.033 -3.807
H: -5.059 -8.994 -5.092
H: -4.050 -8.939 -6.557
H: -3.349 -9.389 -4.985
H: -4.490 -6.628 -5.686
H: -2.761 -7.014 -5.582
H: -3.128 -7.609 -3.390
C: 4.930 5.478 -3.343
C: 5.246 6.933 -3.065
O: 5.209 7.179 -1.667
H: 3.941 5.218 -2.952
H: 4.950 5.273 -4.417
H: 5.651 4.823 -2.845
H: 4.510 7.584 -3.546
H: 6.239 7.198 -3.442
H: 5.872 6.603 -1.250

=====

# 4
C24H55BN3O5 | ωB97M-V/def2-TZVPD

Output
- Gap between HOMO and LUMO: 6.819 eV
- Charge: -1
- LUMO: 2.484 eV

CARTESIAN COORDINATES (ANGSTROEM)
C: 6.021 -2.467 -0.554
C: 4.746 -1.538 -0.110
C: 3.495 -1.531 -1.195
C: 2.334 -0.549 -0.498
C: 1.224 0.013 -1.561
C: -0.300 -0.344 -0.972
C: -1.299 -0.913 -2.177
C: -2.077 -2.312 -1.765
C: -1.819 -3.545 -2.859
O: -2.049 -4.876 -2.250
C: -0.797 -5.640 -2.120
C: 2.747 -3.023 -1.315
O: 3.311 -4.169 -0.873
O: 1.365 -3.187 -1.877
N: 3.847 -0.965 -2.550
C: 4.921 0.096 -2.495
B: 4.110 -2.031 -3.595
O: 5.386 -2.729 -3.846
O: 2.949 -2.384 -4.487
H: 5.779 -3.318 -1.319
H: 6.538 -2.993 0.383
H: 6.861 -1.771 -1.020
H: 4.298 -2.040 0.876
H: 5.064 -0.442 0.236
H: 1.849 -1.229 0.353
H: 2.896 0.323 0.086
H: 1.260 -0.463 -2.628
H: 1.278 1.202 -1.568
H: -0.802 0.677 -0.615
H: -0.284 -1.157 -0.130
H: -0.740 -1.128 -3.183
H: -2.140 -0.109 -2.438
H: -1.813 -2.695 -0.685
H: -3.234 -2.080 -1.830
H: -0.802 -3.443 -3.429
H: -2.672 -3.422 -3.685
H: -0.015 -5.443 -2.974
H: -0.305 -5.290 -1.091
H: -0.991 -6.811 -1.995
H: 4.850 0.707 -3.517
H: 6.014 -0.384 -2.512
H: 4.807 0.879 -1.629
H: 5.985 -2.103 -4.371
H: 3.277 -2.995 -5.238
C: 3.679 1.203 3.323
C: 3.053 2.462 2.732
N: 1.909 2.974 3.489
C: 1.159 4.013 2.771
C: 1.879 5.329 2.485
C: 2.137 3.240 4.912
C: 3.233 4.237 5.276
H: 2.937 0.406 3.431
H: 4.472 0.837 2.663
H: 4.135 1.391 4.301
H: 2.722 2.205 1.720
H: 3.834 3.221 2.619
H: 0.232 4.232 3.315
H: 0.830 3.593 1.814
H: 1.961 5.948 3.381
H: 1.306 5.908 1.751
H: 2.879 5.178 2.068
H: 2.363 2.290 5.407
H: 1.197 3.565 5.377
H: 4.145 4.094 4.692
H: 3.502 4.117 6.331
H: 2.898 5.267 5.152
C: -8.335 2.033 -0.602
C: -6.847 1.783 -0.379
N: -6.548 0.948 0.786
C: -5.123 0.940 1.142
C: -4.151 0.325 0.137
C: -7.211 -0.358 0.837
C: -6.961 -1.321 -0.319
H: -8.798 2.478 0.284
H: -8.474 2.727 -1.438
H: -8.872 1.113 -0.854
H: -6.379 2.764 -0.241
H: -6.421 1.363 -1.296
H: -4.993 0.437 2.108
H: -4.813 1.976 1.321
H: -4.201 -0.765 0.142
H: -3.124 0.597 0.408
H: -4.320 0.683 -0.883
H: -8.290 -0.192 0.914
H: -6.951 -0.862 1.777
H: -7.005 -0.831 -1.294
H: -7.727 -2.104 -0.316
H: -5.997 -1.822 -0.225

=====

# 5
C24H55N2O11S | ωB97M-V/def2-TZVPD

Output
- Gap between HOMO and LUMO: 6.204 eV
- Charge: +1
- LUMO: -4.229 eV

CARTESIAN COORDINATES (ANGSTROEM)
C: -2.653 3.192 0.533
C: -2.337 2.907 -0.830
N: -2.071 2.921 -2.333
C: -2.892 1.900 -3.089
C: -4.416 1.675 -2.524
C: -5.333 3.031 -2.435
N: -4.765 4.239 -3.148
C: -0.576 2.578 -2.499
S: 0.430 4.104 -3.052
O: 0.752 4.975 -1.794
O: 1.741 3.546 -3.715
H: -2.462 3.288 1.708
H: -2.181 3.887 -2.712
H: -2.853 2.183 -4.243
H: -2.335 0.851 -2.986
H: -4.378 1.076 -1.508
H: -4.949 0.939 -3.299
H: -5.523 3.278 -1.307
H: -6.373 2.791 -2.967
H: -5.620 4.821 -3.397
H: -4.300 4.822 -2.389
H: -0.185 2.249 -1.441
H: -0.389 1.773 -3.338
H: -0.313 4.809 -4.013
C: 7.324 7.850 1.110
O: 6.549 6.673 0.946
C: 6.371 5.943 2.158
C: 4.952 5.376 2.251
O: 3.936 6.357 2.496
C: 3.650 7.268 1.426
C: 2.995 6.615 0.202
O: 3.950 5.850 -0.529
C: 3.399 4.678 -1.109
H: 8.379 7.588 1.232
H: 7.205 8.468 0.216
H: 6.986 8.433 1.975
H: 6.559 6.573 3.030
H: 7.096 5.131 2.169
H: 4.919 4.703 3.115
H: 4.700 4.764 1.383
H: 4.538 7.841 1.154
H: 2.936 7.989 1.841
H: 2.615 7.396 -0.471
H: 2.151 5.992 0.534
H: 2.787 4.125 -0.389
H: 4.226 4.030 -1.423
H: 2.803 4.942 -1.985
C: -1.704 -4.106 -5.182
O: -1.974 -4.149 -3.790
C: -1.529 -5.353 -3.168
C: -0.936 -5.067 -1.785
O: 0.339 -4.411 -1.810
C: 0.350 -3.046 -2.249
C: -0.349 -2.071 -1.293
O: -1.765 -2.222 -1.371
C: -2.416 -2.027 -0.125
H: -2.394 -4.763 -5.717
H: -1.841 -3.077 -5.526
H: -0.670 -4.401 -5.397
H: -0.777 -5.858 -3.778
H: -2.386 -6.018 -3.073
H: -0.756 -6.031 -1.296
H: -1.638 -4.531 -1.144
H: -0.033 -2.961 -3.267
H: 1.409 -2.765 -2.296
H: -0.113 -1.039 -1.584
H: 0.016 -2.245 -0.270
H: -1.915 -2.578 0.677
H: -3.440 -2.406 -0.212
H: -2.449 -0.962 0.114
C: 0.369 -8.499 3.548
O: 0.349 -7.081 3.580
C: 0.177 -6.492 2.292
C: -0.744 -5.272 2.368
O: -2.125 -5.584 2.593
C: -2.464 -6.092 3.891
C: -2.310 -5.074 5.027
O: -0.931 -4.863 5.326
C: -0.641 -3.526 5.704
H: 1.322 -8.850 3.143
H: 0.252 -8.867 4.571
H: -0.457 -8.896 2.946
H: -0.241 -7.209 1.582
H: 1.159 -6.194 1.927
H: -0.715 -4.773 1.392
H: -0.387 -4.536 3.091
H: -1.926 -7.018 4.099
H: -3.525 -6.363 3.828
H: -2.787 -5.463 5.937
H: -2.805 -4.135 4.740
H: -1.101 -2.808 5.018
H: 0.445 -3.388 5.665
H: -0.985 -3.346 6.724

=====

no.,largest force on an atom (eV Å⁻¹),total energy (Eh)
1,11.49,-6518.0622
2,10.29,-3247.8604
3,6.39,-3093.2027
4,7.53,-1512.6014
5,10.48,-2281.9529